DFT (the ωB97M-V functional and the def2-TZVPD basis) results for an isolated molecule of C4H6N2 in a non-equilibrium geometry.

```
! wB97M-V def2-TZVPD RIJCOSX def2/J DEFGRID3
* xyz 0 1
N -0.91 -0.93 -1.22
C -1.45 0.10 -0.88
C -0.84 0.96 0.18
C 0.23 0.39 1.09
C 0.31 -1.39 -1.35
N 1.29 1.04 1.33
H -0.40 1.80 -0.37
H -1.67 1.36 0.77
H 0.00 -0.58 1.55
H 1.00 -0.89 -2.03
H 0.55 -2.40 -1.06
H 1.89 0.53 1.99
*
```

Computed properties:
E_LUMO (alpha / beta) = 0.1 / 0.1 eV
Strongest force on any atom = 3.97 eV/A
ΔE to the lowest compared entry with this formula, charge and spin = 96.17 kcal per mole
Gap between HOMO and LUMO (alpha / beta) = 8.044 / 8.045 eV